No. 1
{
  "formula": "C3H12N4",
  "method": "ωB97M-V/def2-TZVPD",
  "homo_ha": -0.297,
  "lumo_energy_ev": 0.799,
  "smiles": "C=NNN.CNC",
  "multiplicity": 1,
  "gap_ev": 8.87,
  "e_tot_ha": -340.399802,
  "total_charge": 0,
  "symbols": ["H", "N", "H", "H", "C", "N", "H", "H", "N", "H", "H", "H", "C", "H", "H", "H", "H", "N", "C"],
  "coordinates": [[-1.981, 1.111, 1.906], [0.099, -0.908, -1.079], [-1.713, -0.565, 1.354], [0.260, 1.402, -4.259], [0.101, 0.796, -3.377], [0.025, 0.574, 1.789], [1.267, 0.624, -0.530], [-0.877, -1.026, -1.335], [0.409, 0.467, -1.052], [1.937, -0.237, 1.928], [0.692, -1.414, -1.740], [-0.281, -0.217, -3.543], [-1.358, 0.226, 2.034], [0.713, -1.376, 1.324], [0.767, -0.920, 3.063], [0.075, 0.866, 0.677], [-1.485, -0.116, 3.063], [0.450, 1.268, -2.263], [0.899, -0.555, 2.039]],
  "forces_ev_per_angstrom": [[-0.10, -0.02, -0.06], [0.29, 0.33, -0.55], [-0.16, -0.07, 0.11], [-0.26, 0.29, 0.08], [-0.12, -0.75, 0.10], [0.07, 1.24, -2.90], [-0.02, 0.04, -0.60], [0.18, 0.04, 0.09], [-0.62, 0.53, -1.72], [0.09, -0.06, 0.06], [-0.20, 0.06, 0.02], [0.06, 0.06, 0.17], [-0.05, 0.08, -0.14], [0.09, -0.06, 0.35], [-0.01, 0.07, -0.11], [-0.35, -0.95, 4.07], [0.01, -0.06, 0.03], [1.04, -0.67, 1.47], [0.06, -0.08, -0.47]],
  "lowdin_charge": [0.069, 0.010, 0.063, 0.059, -0.084, -0.221, 0.110, 0.085, -0.187, 0.065, 0.083, 0.056, -0.186, 0.051, 0.073, 0.105, 0.070, -0.023, -0.198]
}


No. 2
{
  "formula": "C25H28CrN2O2S",
  "method": "ωB97M-V/def2-TZVPD",
  "homo_ha": [-0.250, -0.265],
  "s2": 6.02,
  "lumo_energy_ev": [-0.941, -1.059],
  "multiplicity": 5,
  "gap_ev": [5.86, 6.15],
  "e_tot_ha": -2672.105930,
  "total_charge": 0,
  "symbols": ["H", "H", "H", "C", "C", "S", "C", "C", "H", "C", "H", "C", "H", "C", "H", "C", "N", "N", "C", "H", "C", "H", "C", "Cr", "H", "H", "C", "C", "C", "C", "H", "C", "H", "H", "C", "H", "C", "C", "H", "H", "H", "H", "H", "C", "C", "H", "H", "O", "C", "H", "H", "H", "H", "C", "C", "C", "O", "H", "H"],
  "coordinates": [[2.993, 0.476, 4.681], [-0.477, -3.498, 0.762], [2.834, 5.396, -1.597], [0.444, 0.613, -0.787], [0.208, -2.647, 0.875], [-2.533, -2.232, -3.277], [-4.391, -2.668, -1.280], [2.617, -2.147, 4.410], [4.559, -2.187, 2.430], [-5.579, -3.216, -0.892], [1.226, -3.418, 2.583], [-3.790, -3.157, -2.442], [3.030, -1.642, 5.249], [1.188, -2.628, 1.850], [0.847, 5.739, 0.298], [2.409, 4.360, -1.763], [-0.429, 0.290, -1.791], [0.043, -1.596, -0.004], [4.337, -1.191, 2.789], [-0.449, 3.090, -3.625], [1.980, -1.448, 1.960], [-6.212, -2.816, -0.121], [-5.950, -4.479, -1.436], [-1.172, -1.694, -1.600], [0.314, 5.102, -3.304], [1.485, 2.261, 0.226], [-3.870, -1.593, -0.253], [-0.137, 2.403, -2.796], [-4.126, -4.400, -2.978], [0.937, 1.941, -0.637], [-3.376, -4.742, -3.680], [2.580, 0.298, 3.664], [-0.265, 4.278, 0.408], [4.718, -0.408, 2.087], [0.744, 4.615, 0.107], [4.973, -1.124, 3.721], [0.523, 2.834, -1.612], [1.774, -0.367, 1.085], [1.586, 0.634, 3.747], [1.521, 4.077, 0.677], [1.481, -2.208, 4.611], [-0.993, 5.083, -2.047], [-6.838, -4.955, -1.036], [-5.192, -5.075, -2.447], [2.860, -1.188, 3.205], [3.030, -3.127, 4.349], [0.315, 6.340, -1.961], [-2.604, -1.273, -0.354], [0.940, 4.281, -1.353], [2.375, 0.553, 1.155], [2.556, 4.071, -2.829], [3.098, 0.997, 3.008], [2.970, 3.688, -1.055], [0.115, 5.268, -2.214], [-0.656, 1.132, -2.847], [0.747, -0.464, 0.123], [-4.592, -0.932, 0.479], [-1.270, 0.750, -3.668], [-5.456, -6.050, -2.853]],
  "forces_ev_per_angstrom": [[0.06, -0.30, -0.61], [0.30, 0.52, -0.09], [-0.55, -0.99, -0.29], [-1.03, 1.80, -1.65], [0.27, 1.05, -0.96], [-0.02, -0.28, -1.21], [-0.10, 1.45, 1.45], [-2.50, 1.27, -0.88], [0.29, -0.19, -0.57], [-0.95, -2.99, -0.47], [0.22, -0.06, -0.04], [1.08, 0.41, 0.49], [0.47, 0.19, 0.87], [-0.08, 1.57, -0.36], [-0.09, -1.59, -0.25], [1.14, 0.54, 0.69], [1.57, 0.26, -0.82], [0.70, -1.23, 1.44], [1.21, -0.42, 1.30], [0.69, -0.53, 1.06], [-0.57, 0.15, 0.94], [0.28, 0.34, 0.34], [-0.10, 0.98, -0.02], [-1.00, 0.23, 0.40], [-0.14, 0.32, 0.89], [0.13, -0.15, 0.09], [0.62, 1.92, -1.89], [-0.75, 1.05, -0.02], [0.80, 1.13, 0.39], [-1.66, -2.10, -1.22], [-0.65, -0.45, -0.43], [1.68, -0.50, 0.96], [0.52, 0.29, 0.18], [-0.78, -0.66, 0.42], [0.09, 0.98, 0.67], [-0.62, 0.23, -0.82], [0.37, 0.66, -0.49], [-0.45, -0.67, -0.30], [-1.59, -0.10, -0.20], [-0.50, 0.53, 0.23], [1.71, -0.07, -0.30], [1.20, 0.29, -0.20], [0.05, -0.09, -0.18], [-0.79, -0.53, 0.25], [-0.11, 1.28, -0.34], [0.31, -0.74, -0.37], [0.03, -0.97, -0.19], [-0.30, -1.17, 0.33], [-0.43, 0.75, -1.59], [-0.45, -0.70, 0.02], [0.03, 0.10, 0.85], [0.02, -0.02, 0.01], [-0.16, 0.46, -1.00], [-1.02, -0.13, -0.37], [0.60, -0.65, 1.85], [1.33, -1.34, 1.50], [-0.51, -1.34, -0.13], [0.18, 0.11, 0.41], [-0.03, 0.07, 0.25]],
  "mulliken_spin": [0.000, -0.003, 0.000, 0.055, 0.011, -0.039, 0.005, -0.001, -0.001, 0.002, 0.001, 0.028, 0.000, 0.011, 0.000, 0.002, -0.027, -0.059, 0.004, 0.001, 0.021, 0.000, 0.003, 3.931, 0.000, -0.002, -0.016, -0.004, 0.002, 0.002, 0.001, 0.002, 0.000, 0.000, 0.003, 0.000, 0.007, -0.014, 0.000, 0.000, 0.000, 0.000, 0.000, 0.000, 0.000, 0.000, 0.000, -0.013, 0.000, -0.005, 0.000, 0.000, 0.000, 0.000, 0.044, 0.039, 0.013, -0.005, 0.000]
}


No. 3
{
  "formula": "C2H9F4InN2O12S4",
  "method": "ωB97M-V/def2-TZVPD",
  "homo_ha": -0.121,
  "lumo_energy_ev": 1.399,
  "multiplicity": 1,
  "gap_ev": 4.69,
  "e_tot_ha": -3276.098812,
  "total_charge": -2,
  "symbols": ["C", "O", "O", "H", "S", "N", "F", "H", "H", "In", "H", "S", "C", "F", "H", "O", "F", "H", "O", "O", "O", "S", "F", "O", "H", "O", "H", "O", "H", "N", "S", "O", "O", "O"],
  "coordinates": [[-25.671, 24.723, 13.852], [-29.369, 18.924, 14.720], [-29.345, 22.647, 17.035], [-31.821, 20.327, 10.943], [-30.170, 22.220, 15.902], [-27.949, 24.422, 10.689], [-30.478, 23.624, 15.242], [-27.309, 20.375, 8.778], [-25.326, 23.705, 14.028], [-29.038, 21.933, 11.764], [-27.800, 19.388, 13.059], [-28.329, 25.906, 10.271], [-27.096, 24.881, 14.336], [-29.801, 25.903, 10.880], [-25.019, 25.427, 14.382], [-26.629, 24.438, 8.313], [-26.229, 22.874, 10.116], [-27.208, 24.458, 15.337], [-28.539, 26.255, 8.882], [-27.738, 26.943, 11.074], [-31.455, 21.620, 16.223], [-29.039, 20.084, 15.503], [-27.482, 20.227, 15.116], [-31.070, 19.924, 11.401], [-27.727, 24.442, 12.580], [-27.672, 20.510, 9.663], [-27.460, 25.912, 14.391], [-27.993, 19.373, 12.110], [-25.535, 25.037, 12.818], [-29.460, 21.577, 14.713], [-26.535, 24.387, 9.757], [-25.377, 24.980, 10.320], [-28.992, 19.879, 16.917], [-27.955, 24.146, 13.469]],
  "forces_ev_per_angstrom": [[0.40, 1.00, 0.47], [-0.81, 1.20, 0.36], [-0.88, -0.76, -1.41], [0.05, 0.14, 0.02], [-2.09, 3.53, 4.12], [2.18, 0.97, -2.72], [-0.44, -0.05, -0.53], [-0.08, 0.29, -0.08], [0.04, 0.00, -0.22], [0.22, -3.95, -0.73], [-0.02, 0.22, 0.00], [-3.51, 4.13, 0.49], [-0.18, -0.47, 0.06], [-0.23, -0.59, -0.12], [0.05, -0.22, 0.32], [-0.68, -0.12, 1.79], [-0.57, 0.12, -0.29], [-0.07, -0.08, -0.06], [0.30, -1.03, 1.17], [0.69, -0.65, -0.10], [1.06, 0.65, -0.29], [2.34, -2.17, -2.99], [0.07, 0.32, 0.31], [0.85, 1.35, 0.16], [-0.09, 0.07, -0.15], [-0.62, 0.49, 1.05], [0.31, 0.12, -0.16], [-0.37, 1.31, -0.28], [-0.27, -0.37, -0.23], [1.39, -3.74, 0.76], [1.92, -4.15, -1.24], [-0.03, 1.55, 0.75], [-0.66, 1.10, -0.19], [-0.28, -0.21, -0.04]],
  "lowdin_charge": [-0.072, -0.275, -0.327, -0.111, 0.403, -0.338, -0.189, -0.070, 0.083, 1.196, -0.093, 0.443, -0.288, -0.194, 0.070, -0.271, -0.207, 0.112, -0.284, -0.289, -0.308, 0.572, -0.218, -0.388, -0.017, -0.332, 0.114, -0.254, 0.054, -0.302, 0.506, -0.270, -0.272, -0.186]
}